Run i
Here is one molecule with the formula C2H6N4OS from the Open Molecules 2025 dataset. Energies are from wB97M-V/def2-TZVPD.

```
! wB97M-V def2-TZVPD RIJCOSX def2/J DEFGRID3
* xyz 0 1
N 1.617 -1.063 0.401
N 0.383 -1.085 -0.223
C -0.218 0.011 -0.387
N 0.356 1.311 -0.154
N 0.530 1.626 1.247
C -1.673 0.010 -0.811
O -2.329 1.038 -0.743
S -2.386 -1.484 -1.407
H 2.258 -0.406 -0.068
H 1.965 -2.029 0.443
H -0.337 1.945 -0.533
H -0.211 1.284 1.849
H 1.365 1.139 1.585
H -1.319 -2.297 -1.199
*
```

Output
- HOMO (eV) = -9.43
- molecular weight (g/mol) = 134.16


Run ii
Here is one molecule with the formula C2H6N4OS from the Open Molecules 2025 dataset. Energies are from wB97M-V/def2-TZVPD.

```
! wB97M-V def2-TZVPD RIJCOSX def2/J DEFGRID3
* xyz 0 1
N -2.213 1.132 0.076
N -2.047 -0.263 0.143
C -0.919 -0.808 0.040
N -0.819 -2.080 -0.252
C 0.430 -0.092 -0.032
S 1.958 -0.779 0.124
N 0.281 1.265 -0.112
O 1.353 2.059 -0.134
H -2.852 1.530 -0.649
H -2.641 1.582 0.958
H 0.095 -2.538 -0.071
H -1.604 -2.657 -0.123
H -0.670 1.677 -0.173
H 2.050 1.415 0.120
*
```

Output
- HOMO (eV) = -8.59
- molecular weight (g/mol) = 134.16


Run iii
Here is C2H6N4OS as an isolated structure from the Open Molecules 2025 dataset. Energies are from wB97M-V/def2-TZVPD.

```
! wB97M-V def2-TZVPD RIJCOSX def2/J DEFGRID3
* xyz 0 1
C -1.357 -0.001 -0.122
C 1.889 -0.126 0.415
H -3.307 -1.245 -0.060
H -2.883 1.135 -0.749
H -0.158 -1.348 -0.388
H -0.532 1.907 0.443
H 1.291 1.602 -1.182
H 1.329 -0.460 1.342
N -2.690 0.569 0.156
N -1.222 -1.222 -0.304
N -0.372 0.930 0.173
N 0.942 0.690 -0.341
O -3.674 -0.419 0.153
S 3.366 -0.265 -0.011
*
```

Output
- HOMO (eV) = -9.29
- molecular weight (g/mol) = 134.16


run i has the most favorable energy; the next structure is 95.5 kJ/mol above.